<a>
{"formula": "C2H8CsO2", "method": "ωB97M-V/def2-TZVPD", "charge": 1, "lumo_energy_ha": -0.14988, "symbols": ["Cs", "O", "O", "C", "C", "H", "H", "H", "H", "H", "H", "H", "H"], "positions_angstrom": [[12.09, -24.12, -15.17], [17.99, -22.19, -10.41], [12.73, -25.78, -10.37], [16.39, -20.36, -10.48], [16.98, -21.66, -11.19], [12.01, -26.40, -10.25], [18.62, -22.56, -11.02], [17.43, -21.31, -12.12], [15.90, -20.44, -9.51], [16.11, -22.24, -11.48], [15.68, -19.80, -11.08], [17.22, -19.72, -10.17], [13.12, -25.69, -9.50]], "nbo_charge": [1.000, -0.698, -0.953, -0.644, -0.051, 0.472, 0.472, 0.151, 0.214, 0.136, 0.202, 0.218, 0.482]}

<b>
{"formula": "C2H8CsO2", "method": "ωB97M-V/def2-TZVPD", "charge": 1, "lumo_energy_ha": -0.13803, "symbols": ["Cs", "O", "O", "C", "C", "H", "H", "H", "H", "H", "H", "H", "H"], "positions_angstrom": [[-22.09, 20.44, 2.74], [-24.33, 17.30, 5.98], [-21.68, 20.07, 5.67], [-22.66, 16.26, 4.66], [-23.66, 17.37, 4.74], [-22.13, 16.28, 3.70], [-25.21, 17.67, 5.91], [-21.91, 16.34, 5.45], [-23.11, 18.32, 4.59], [-21.72, 19.51, 6.45], [-24.35, 17.26, 3.89], [-23.15, 15.30, 4.77], [-21.12, 20.81, 5.92]], "nbo_charge": [0.996, -0.714, -0.991, -0.625, -0.054, 0.201, 0.480, 0.214, 0.104, 0.509, 0.161, 0.232, 0.486]}

Which of them is most stable, and which least? Most stable: <b>; least stable: <a>.

<a>
{"formula": "C9H14N4O4", "method": "ωB97M-V/def2-TZVPD", "lumo_energy_ha": 0.01817, "symbols": ["O", "O", "O", "O", "N", "N", "N", "N", "C", "C", "C", "C", "C", "C", "C", "C", "C", "H", "H", "H", "H", "H", "H", "H", "H", "H", "H", "H", "H", "H", "H"], "positions_angstrom": [[1.19, 1.26, 0.61], [-0.32, 2.41, 3.44], [-2.10, -2.06, 1.00], [-2.66, -1.78, -1.14], [-1.34, -0.43, -3.06], [-0.07, 0.01, -4.80], [2.23, 1.48, 3.16], [-0.03, -0.54, 1.09], [-0.15, 1.04, 3.75], [0.75, 0.52, 1.48], [1.10, 0.57, 2.96], [-1.36, -0.18, -4.34], [-0.02, -0.55, -2.71], [0.32, -0.99, -1.32], [0.78, -0.25, -3.75], [-1.92, -1.56, -0.11], [-0.71, -0.61, -0.21], [1.22, -0.57, -1.01], [0.15, 0.23, -5.76], [2.81, 1.49, 2.33], [-2.24, 0.00, -4.97], [-0.40, -1.15, 1.82], [-1.08, 0.43, -0.42], [1.84, -0.30, -3.85], [2.90, 1.14, 3.88], [-2.28, -1.24, -1.89], [-1.08, 0.60, 3.39], [0.47, -2.12, -1.19], [1.41, -0.43, 3.34], [0.58, 2.81, 3.45], [0.03, 0.78, 4.84]], "nbo_charge": [-0.636, -0.725, -0.628, -0.660, -0.521, -0.515, -0.851, -0.623, -0.062, 0.677, -0.173, 0.198, 0.097, -0.433, -0.075, 0.786, -0.150, 0.250, 0.424, 0.386, 0.211, 0.425, 0.235, 0.226, 0.366, 0.514, 0.197, 0.216, 0.197, 0.489, 0.158]}

<b>
{"formula": "C9H14N4O4", "method": "ωB97M-V/def2-TZVPD", "lumo_energy_ha": 0.02253, "symbols": ["O", "O", "O", "O", "N", "N", "N", "N", "C", "C", "C", "C", "C", "C", "C", "C", "C", "H", "H", "H", "H", "H", "H", "H", "H", "H", "H", "H", "H", "H", "H"], "positions_angstrom": [[-5.88, -1.60, 0.44], [-3.05, 1.65, 1.90], [2.27, -0.04, -0.17], [1.01, 1.68, 0.52], [-3.05, -0.19, -1.13], [-4.15, -0.95, -0.86], [-4.47, 0.03, 1.19], [-1.68, 1.55, -0.48], [-3.40, 0.87, 1.05], [4.29, -2.05, 0.64], [-2.69, 0.69, -0.25], [-0.80, 1.40, -1.61], [3.22, 0.22, 0.87], [4.50, -0.54, 0.56], [0.29, 0.35, -1.37], [-4.91, -0.90, 0.26], [1.21, 0.76, -0.23], [-5.01, 0.09, 2.05], [-4.39, -1.60, -1.59], [-0.34, 2.38, -1.80], [5.22, -2.57, 0.40], [-1.32, 2.04, 0.33], [2.79, -0.09, 1.82], [-0.17, -0.60, -1.12], [4.85, -0.27, -0.44], [3.40, 1.30, 0.91], [0.89, 0.20, -2.27], [3.52, -2.36, -0.06], [3.99, -2.34, 1.65], [-1.40, 1.11, -2.47], [5.26, -0.23, 1.28]], "nbo_charge": [-0.619, -0.569, -0.509, -0.614, -0.308, -0.435, -0.624, -0.575, 0.619, -0.608, 0.277, -0.217, -0.074, -0.414, -0.521, 0.751, 0.807, 0.435, 0.414, 0.214, 0.212, 0.438, 0.184, 0.244, 0.206, 0.200, 0.238, 0.212, 0.202, 0.225, 0.210]}

Which of them is most stable, and which least? Most stable: <b>; least stable: <a>.

<a>
{"formula": "C3H4N3", "method": "ωB97M-V/def2-TZVPD", "charge": 1, "lumo_energy_ha": [-0.28581, -0.27393], "symbols": ["N", "N", "N", "C", "C", "C", "H", "H", "H", "H"], "positions_angstrom": [[-2.25, 0.34, 0.67], [0.24, -0.14, 0.32], [-0.31, -0.01, 1.42], [-1.97, 0.54, -0.52], [-0.64, 0.09, -0.65], [1.65, -0.36, 0.02], [2.13, -1.05, 0.87], [-2.58, 0.65, -1.33], [1.69, -0.73, -1.02], [2.04, 0.68, 0.21]], "nbo_charge": [0.056, -0.176, 0.187, -0.106, 0.353, -0.442, 0.292, 0.292, 0.274, 0.270]}

<b>
{"formula": "C3H4N3", "method": "ωB97M-V/def2-TZVPD", "charge": 1, "lumo_energy_ha": [-0.26209, -0.27820], "symbols": ["N", "N", "N", "C", "C", "C", "H", "H", "H", "H"], "positions_angstrom": [[1.72, -0.86, -1.49], [2.11, 0.26, 0.74], [2.81, -0.81, -0.95], [-0.40, 0.48, 0.66], [3.14, 0.00, -0.05], [0.95, 0.20, 0.44], [1.53, -1.64, -2.12], [-0.97, 0.35, -0.26], [-0.53, 1.52, 0.99], [-0.82, -0.18, 1.43]], "nbo_charge": [-0.282, -0.355, -0.085, -0.791, 0.469, 0.682, 0.404, 0.316, 0.320, 0.321]}

<c>
{"formula": "C3H4N3", "method": "ωB97M-V/def2-TZVPD", "charge": 1, "lumo_energy_ha": [-0.21514, -0.21511], "symbols": ["N", "N", "N", "C", "C", "C", "H", "H", "H", "H"], "positions_angstrom": [[0.19, 1.51, -0.02], [2.07, -0.11, -0.24], [2.60, -1.09, -0.40], [-0.12, 0.27, 0.17], [1.27, 0.54, 0.50], [-1.21, -0.66, 0.10], [-2.18, -0.20, 0.48], [-1.59, -1.16, -0.78], [-1.02, -1.56, 0.63], [0.01, 2.46, -0.43]], "nbo_charge": [-0.444, 0.024, 0.250, 0.484, 0.035, -0.779, 0.311, 0.333, 0.291, 0.495]}

Which of them is most stable, and which least? Most stable: <c>; least stable: <a>.

<a>
{"formula": "C2H2Cl4Si", "method": "ωB97M-V/def2-TZVPD", "lumo_energy_ha": [-0.09426, -0.09417], "symbols": ["Cl", "Cl", "Cl", "Cl", "Si", "C", "C", "H", "H"], "positions_angstrom": [[-2.42, 2.60, -0.23], [-3.98, -0.14, -1.94], [-4.07, 0.78, 1.48], [-3.47, -2.26, 0.47], [-3.34, -0.34, -0.08], [-0.24, 0.11, -0.11], [-1.50, -0.14, -0.16], [-0.16, 1.17, -0.17], [0.70, -0.41, -0.21]], "nbo_charge": [-0.584, -0.273, -0.281, -0.315, 1.356, -0.517, -0.019, 0.344, 0.288]}

<b>
{"formula": "C2H2Cl4Si", "method": "ωB97M-V/def2-TZVPD", "lumo_energy_ha": 0.00811, "symbols": ["Cl", "Cl", "Cl", "Cl", "Si", "C", "C", "H", "H"], "positions_angstrom": [[0.10, -0.51, 2.51], [-1.98, 1.93, 1.26], [-1.31, 0.34, -1.99], [1.32, 2.15, 0.81], [-0.24, 0.80, 0.87], [-0.23, -0.17, -0.72], [0.55, -1.22, -0.86], [0.54, -1.82, -1.75], [1.26, -1.50, -0.11]], "nbo_charge": [-0.356, -0.336, 0.021, -0.346, 1.447, -0.537, -0.333, 0.217, 0.222]}

Which of them is most stable, and which least? Most stable: <b>; least stable: <a>.

<a>
{"formula": "C2H3NS2", "method": "ωB97M-V/def2-TZVPD", "lumo_energy_ha": -0.04232, "symbols": ["S", "S", "N", "C", "C", "H", "H", "H"], "positions_angstrom": [[0.78, -0.31, -1.86], [-0.53, -0.03, 1.21], [-0.75, -0.46, -1.46], [1.05, 0.17, 0.83], [-1.34, -0.18, -0.39], [1.38, 1.09, 0.63], [-2.39, 0.09, -0.33], [1.79, -0.38, 1.37]], "nbo_charge": [0.286, 0.321, -0.544, -0.608, -0.075, 0.186, 0.221, 0.213]}

<b>
{"formula": "C2H3NS2", "method": "ωB97M-V/def2-TZVPD", "lumo_energy_ha": [-0.01773, -0.01772], "symbols": ["S", "S", "N", "C", "C", "H", "H", "H"], "positions_angstrom": [[1.31, 1.02, 2.18], [0.22, 1.84, -0.58], [-0.24, -0.97, 0.61], [-0.49, -1.14, -0.59], [0.50, 0.95, 0.69], [-0.52, -0.21, -1.18], [1.16, 2.39, 2.23], [-0.72, -2.09, -1.26]], "nbo_charge": [0.190, 0.135, -0.389, -0.131, -0.308, 0.154, 0.147, 0.201]}

<c>
{"formula": "C2H3NS2", "method": "ωB97M-V/def2-TZVPD", "lumo_energy_ha": 0.02523, "symbols": ["S", "S", "N", "C", "C", "H", "H", "H"], "positions_angstrom": [[0.12, 0.27, -1.53], [-0.16, -0.93, 0.99], [1.34, 0.66, -0.46], [-1.09, -0.11, -0.31], [1.20, -0.05, 0.61], [-1.88, -0.82, -0.79], [1.96, 0.27, 1.35], [-1.49, 0.70, 0.14]], "nbo_charge": [0.433, 0.309, -0.571, -0.709, -0.158, 0.263, 0.229, 0.204]}

Which of them is most stable, and which least? Most stable: <c>; least stable: <b>.

<a>
{"formula": "C2H3NS2", "method": "ωB97M-V/def2-TZVPD", "lumo_energy_ha": [-0.02482, -0.05567], "symbols": ["S", "S", "N", "C", "C", "H", "H", "H"], "positions_angstrom": [[-1.42, -0.50, 0.16], [2.01, 0.99, -0.29], [0.99, 1.09, 0.91], [-0.09, 0.61, 1.30], [-0.54, -1.03, -1.08], [-0.96, -0.97, -2.16], [-0.57, 0.90, 2.16], [0.58, -1.09, -0.99]], "nbo_charge": [0.297, 0.190, -0.525, 0.022, -0.643, 0.225, 0.198, 0.235]}

<b>
{"formula": "C2H3NS2", "method": "ωB97M-V/def2-TZVPD", "lumo_energy_ha": 0.00616, "symbols": ["S", "S", "N", "C", "C", "H", "H", "H"], "positions_angstrom": [[-0.57, 1.58, 0.09], [1.88, 0.58, 2.03], [0.22, -0.64, 0.15], [-0.69, -0.04, -0.83], [0.55, 0.47, 0.79], [-1.68, -0.37, -0.96], [-0.01, 0.07, -1.62], [0.29, -1.65, 0.35]], "nbo_charge": [0.301, -0.281, -0.601, -0.297, -0.001, 0.222, 0.219, 0.438]}

Which of them is most stable, and which least? Most stable: <b>; least stable: <a>.